Record 1
ORCA calculation (wB97M-V/def2-TZVPD) on ILi as an isolated structure.

Summary:
Energy relative to the best compared isomer or geometry (same formula, charge and spin) ... 0.8 kcal/mol
Spin multiplicity ... 2
HOMO (alpha / beta) ... -0.08 / -4.72 eV
Net charge ... -1
Maximum force ... 0.59 eV Å⁻¹
Energy ... -8307.3803 eV
<S²> ... 0.750
HOMO-LUMO gap (alpha / beta) ... 3.444 / 8.083 eV

The geometry in XYZ format:
```
2
Properties=species:S:1:pos:R:3:forces:R:3
Li -30.1271 -27.0619 0.6403 0.1 0.4 0.4
I -30.7443 -28.5502 -1.1708 -0.1 -0.4 -0.4
```
Positions in Å, forces in eV/Å.

Charges in e, computed with Mulliken, in the same order as the atoms: -0.596, -0.404

Record 2
ORCA calculation (wB97M-V/def2-TZVPD) on IMg as an isolated structure in a non-equilibrium geometry.

Summary:
Energy relative to the best compared isomer or geometry (same formula, charge and spin) ... 7.6 kcal/mol
HOMO ... -14.07 eV
Net charge ... +1
Maximum force ... 1.93 eV Å⁻¹
Energy ... -13538.0667 eV
HOMO-LUMO gap ... 6.197 eV

The geometry in XYZ format:
```
2
Properties=species:S:1:pos:R:3:forces:R:3
Mg 0.6315 -0.8771 0.8384 -0.9 1.2 -1.2
I -0.6315 0.8771 -0.8384 0.9 -1.2 1.2
```
Positions in Å, forces in eV/Å.

Charges in e, computed with Mulliken, in the same order as the atoms: 0.897, 0.103

Record 3
ORCA calculation (wB97M-V/def2-TZVPD) on IO2V as an isolated structure in a non-equilibrium geometry.

Summary:
Energy relative to the best compared isomer or geometry (same formula, charge and spin) ... 0.0 kcal/mol
HOMO ... -9.88 eV
Maximum force ... 2.94 eV Å⁻¹
Energy ... -37882.9135 eV
HOMO-LUMO gap ... 7.361 eV

The geometry in XYZ format:
```
4
Properties=species:S:1:pos:R:3:forces:R:3
O -1.3067 -0.4246 -0.9729 -0.7 0.1 0.4
V -0.1702 -0.4759 0.0905 2.1 1.4 1.5
O -0.5081 0.0407 1.5767 -0.4 -0.8 -2.1
I 1.9851 0.8598 -0.6943 -0.9 -0.7 0.3
```
Positions in Å, forces in eV/Å.

Charges in e, computed with Mulliken, in the same order as the atoms: -0.599, 1.273, -0.605, -0.069

Record 4
ORCA calculation (wB97M-V/def2-TZVPD) on an isolated molecule of N2 in a non-equilibrium geometry.

Summary:
Energy relative to the best compared isomer or geometry (same formula, charge and spin) ... 0.9 kcal/mol
HOMO ... -14.85 eV
Maximum force ... 3.62 eV Å⁻¹
Energy ... -2981.0409 eV
SMILES string ... N#N
HOMO-LUMO gap ... 17.147 eV

The geometry in XYZ format:
```
2
Properties=species:S:1:pos:R:3:forces:R:3
N 0.0000 0.0000 0.5341 0.0 0.0 3.6
N 0.0000 0.0000 -0.5341 0.0 0.0 -3.6
```
Positions in Å, forces in eV/Å.

Charges in e, computed with Mulliken, in the same order as the atoms: 0.000, 0.000

Record 5
ORCA calculation (wB97M-V/def2-TZVPD) on an isolated molecule of N2 close to a stationary point.

Summary:
Energy relative to the best compared isomer or geometry (same formula, charge and spin) ... 0.0 kcal/mol
HOMO ... -14.82 eV
Maximum force ... 0.01 eV Å⁻¹
Energy ... -2981.0781 eV
SMILES string ... N#N
HOMO-LUMO gap ... 16.856 eV

The geometry in XYZ format:
```
2
Properties=species:S:1:pos:R:3:forces:R:3
N 0.0000 0.0000 0.5447 0.0 0.0 0.0
N 0.0000 0.0000 -0.5447 0.0 0.0 0.0
```
Positions in Å, forces in eV/Å.

Charges in e, computed with Mulliken, in the same order as the atoms: 0.000, 0.000

Record 6
ORCA calculation (wB97M-V/def2-TZVPD) on N2O2S3 as an isolated structure in a non-equilibrium geometry.

Summary:
Energy relative to the best compared isomer or geometry (same formula, charge and spin) ... 2.2 kcal/mol
HOMO (alpha / beta) ... -9.43 / -9.43 eV
Maximum force ... 2.78 eV Å⁻¹
Energy ... -39577.7711 eV
HOMO-LUMO gap (alpha / beta) ... 7.997 / 7.996 eV

The geometry in XYZ format:
```
7
Properties=species:S:1:pos:R:3:forces:R:3
N 0.6138 1.2605 0.6634 -1.5 1.1 -0.6
N -1.5229 -0.0036 -0.3392 -1.4 1.2 -0.7
O 1.0038 -0.1830 -1.2725 0.2 -1.0 -1.8
O 0.2469 -1.1921 0.9207 -1.1 -1.6 0.0
S 1.4346 0.0550 0.0767 0.0 1.5 0.9
S -0.9776 -1.3808 -0.0303 1.4 -1.0 0.9
S -0.9616 1.4332 -0.0630 2.4 -0.3 1.4
```
Positions in Å, forces in eV/Å.

Mulliken atomic charge list, values in e, 6 entries: -0.319, -0.098, -0.540, -0.393, 0.619, 0.424